(1)
{
  "formula": "C29H41N7O5PPtSTe",
  "method": "ωB97M-V/def2-TZVPD",
  "symbols": ["Pt", "O", "C", "O", "C", "C", "C", "C", "C", "O", "C", "C", "O", "O", "H", "H", "H", "H", "H", "H", "H", "H", "N", "C", "N", "C", "N", "Te", "C", "C", "C", "C", "S", "H", "H", "H", "N", "P", "N", "C", "C", "C", "C", "C", "N", "C", "C", "C", "C", "C", "N", "C", "C", "C", "C", "C", "H", "H", "H", "H", "H", "H", "H", "H", "H", "H", "H", "H", "H", "H", "H", "H", "H", "H", "H", "H", "H", "H", "H", "H", "H", "H", "H", "H", "H", "H"],
  "xyz": [[0.187, -0.198, -0.071], [0.726, 0.255, -3.921], [0.094, 0.613, -2.945], [0.601, 0.899, -1.800], [-1.408, 0.853, -3.094], [-1.943, 1.937, -2.158], [-3.353, 2.371, -2.586], [-4.203, 1.189, -2.072], [-3.111, 0.261, -1.531], [-2.204, 1.211, -0.946], [-2.333, -0.339, -2.713], [-1.676, -1.679, -2.385], [-1.958, -2.637, -3.099], [-0.968, -1.737, -1.344], [-1.561, 1.128, -4.140], [-1.238, 2.738, -1.956], [-3.421, 2.509, -3.665], [-3.640, 3.305, -2.106], [-4.799, 0.714, -2.851], [-4.870, 1.505, -1.270], [-3.422, -0.457, -0.774], [-3.021, -0.559, -3.532], [1.293, -0.015, 5.687], [1.465, 0.583, 4.715], [1.745, 1.324, 3.678], [1.190, 1.372, 2.562], [0.704, 1.494, 1.486], [-1.432, 2.654, 1.262], [-1.416, 3.919, 2.905], [-2.302, 3.898, 3.954], [-2.010, 4.883, 4.931], [-0.920, 5.630, 4.604], [-0.224, 5.131, 3.131], [-3.117, 3.200, 4.027], [-2.584, 5.025, 5.832], [-0.481, 6.439, 5.161], [0.544, -1.520, 1.294], [0.613, -3.073, 1.173], [-0.806, -3.848, 0.737], [-0.953, -4.892, -0.274], [-2.128, -5.786, 0.096], [-3.444, -4.989, 0.111], [-3.160, -3.487, 0.131], [-2.041, -3.152, 1.100], [1.019, -3.655, 2.685], [0.847, -5.062, 2.991], [-0.343, -5.296, 3.918], [-0.240, -4.416, 5.162], [-0.040, -2.952, 4.778], [1.159, -2.810, 3.851], [1.764, -3.775, 0.188], [1.710, -3.559, -1.265], [2.565, -2.389, -1.728], [3.998, -2.521, -1.235], [4.004, -2.703, 0.276], [3.138, -3.896, 0.662], [-0.033, -5.475, -0.304], [-1.107, -4.462, -1.270], [-1.933, -6.210, 1.086], [-2.187, -6.620, -0.605], [-4.036, -5.269, 0.986], [-4.046, -5.232, -0.768], [-4.056, -2.934, 0.417], [-2.872, -3.152, -0.869], [-2.347, -3.443, 2.116], [-1.852, -2.074, 1.109], [1.762, -5.432, 3.476], [0.728, -5.621, 2.064], [-0.389, -6.353, 4.194], [-1.257, -5.059, 3.370], [0.618, -4.745, 5.760], [-1.126, -4.537, 5.791], [0.099, -2.324, 5.661], [-0.923, -2.588, 4.245], [2.069, -3.101, 4.390], [1.279, -1.779, 3.509], [0.682, -3.399, -1.575], [2.071, -4.487, -1.728], [2.132, -1.456, -1.338], [2.516, -2.317, -2.814], [4.587, -1.652, -1.528], [4.469, -3.399, -1.697], [3.602, -1.808, 0.759], [5.019, -2.860, 0.649], [3.127, -4.043, 1.743], [3.556, -4.803, 0.205]],
  "forces_ev_per_a": [[-0.204, -0.635, -0.360], [0.138, -0.156, -0.307], [-0.159, -0.015, -0.203], [0.262, 0.405, 0.779], [-0.169, 0.140, -0.285], [0.118, 0.199, -0.088], [0.061, 0.024, -0.075], [-0.125, -0.107, -0.009], [-0.267, -0.259, 0.154], [-0.068, -0.093, -0.229], [-0.171, 0.005, -0.235], [-0.229, 0.349, -0.194], [-0.170, -0.515, -0.397], [0.648, -0.018, 0.554], [-0.025, -0.037, 0.089], [0.055, 0.068, 0.009], [0.012, 0.006, -0.020], [0.003, 0.079, 0.037], [0.011, 0.000, 0.030], [-0.024, -0.003, 0.032], [0.027, 0.012, -0.014], [0.022, 0.104, 0.023], [-0.072, -0.195, 0.462], [-0.125, -0.060, -0.016], [0.720, 0.453, 0.219], [-0.505, -0.117, -0.426], [0.654, 0.286, 0.148], [-0.443, 0.048, -0.176], [0.078, -0.171, 0.063], [0.198, 0.201, 0.025], [-0.024, -0.053, -0.074], [0.039, -0.017, 0.013], [0.062, -0.016, 0.015], [-0.160, -0.118, -0.003], [-0.042, 0.016, 0.078], [0.022, 0.093, 0.065], [0.119, 0.763, 0.303], [-0.227, -0.651, 0.033], [0.294, 0.081, -0.139], [0.107, -0.044, 0.059], [0.038, -0.049, 0.037], [-0.031, 0.036, -0.025], [0.009, 0.026, -0.146], [-0.122, 0.127, 0.108], [-0.162, -0.122, -0.287], [-0.010, -0.018, 0.028], [0.047, -0.049, 0.031], [0.008, 0.011, -0.042], [-0.005, 0.007, 0.074], [0.062, 0.349, 0.069], [-0.041, 0.176, 0.028], [-0.029, -0.076, -0.030], [-0.086, 0.236, 0.114], [-0.008, -0.042, -0.029], [0.029, -0.004, 0.060], [0.032, -0.090, 0.126], [0.050, -0.020, 0.003], [-0.026, 0.024, -0.019], [0.010, -0.019, 0.010], [0.008, -0.026, -0.024], [-0.041, -0.014, 0.046], [-0.012, 0.003, -0.016], [-0.078, 0.040, 0.032], [-0.069, -0.083, 0.135], [-0.025, 0.017, 0.069], [-0.062, -0.089, -0.017], [0.034, -0.012, 0.029], [-0.007, -0.019, -0.046], [-0.017, -0.014, -0.005], [-0.058, 0.029, -0.042], [0.033, -0.016, 0.035], [-0.020, -0.008, 0.006], [0.008, -0.031, -0.050], [-0.064, 0.040, -0.013], [0.081, 0.004, 0.056], [-0.039, -0.260, 0.104], [-0.096, 0.039, 0.001], [-0.027, -0.012, -0.083], [0.087, -0.190, -0.111], [-0.001, -0.004, -0.083], [0.028, 0.055, -0.007], [0.022, -0.015, -0.036], [-0.017, 0.034, 0.028], [0.050, 0.004, 0.030], [0.029, 0.021, -0.081], [0.045, -0.045, -0.005]],
  "mulliken_charge": [2.3353, -0.7759, -0.2380, -0.8670, -0.0184, 0.1063, -1.0767, -1.0056, -0.4057, -0.2559, 0.1505, -0.5234, -0.7963, -0.4601, 0.4539, 0.8222, 0.3822, 0.3043, 0.3635, 0.3784, 0.3882, 0.6322, -0.5925, 0.6468, -0.7240, 0.8715, -0.7995, 0.5214, 0.2026, -0.5301, -0.4873, -0.4768, -0.0591, 0.3964, 0.3626, 0.3864, -0.6522, -1.6465, 1.3846, -0.6744, -0.8874, -0.9068, -0.4639, -0.7590, 1.2491, -0.9890, -0.2916, -1.0437, -0.3795, -0.8463, 0.2514, -0.3852, 0.2240, -1.1928, -0.5131, -0.8846, 0.5016, 0.2009, 0.2177, 0.4253, 0.3883, 0.3728, 0.5861, -0.2686, 0.4401, 0.3184, 0.5941, 0.2405, 0.3798, 0.0667, 0.3060, 0.4545, 0.5087, 0.1317, 0.2802, 0.0671, -0.1472, 0.3560, -0.4196, 0.4887, 0.4294, 0.3623, 0.2158, 0.4578, 0.3689, 0.4706],
  "gap_ev": [5.7, 3.8],
  "spin_multiplicity": 5,
  "s2": 6.024,
  "total_energy_ha": -3016.0084,
  "molar_mass_g_mol": 953.4,
  "total_charge": -1,
  "e_above_lowest_kj_mol": 75.32
}

---

(2)
{
  "formula": "C29H41N9PdS",
  "method": "ωB97M-V/def2-TZVPD",
  "symbols": ["Pd", "C", "N", "C", "C", "N", "C", "C", "C", "C", "C", "C", "C", "C", "C", "N", "C", "N", "C", "C", "N", "C", "C", "C", "N", "C", "C", "H", "H", "H", "H", "H", "H", "H", "H", "H", "H", "H", "H", "H", "H", "H", "H", "H", "H", "H", "H", "H", "H", "H", "H", "H", "H", "H", "H", "H", "H", "C", "C", "C", "N", "H", "H", "H", "H", "H", "N", "C", "S", "C", "C", "C", "N", "C", "C", "H", "H", "H", "H", "H", "H"],
  "xyz": [[-0.486, -0.587, -0.035], [-0.293, -0.940, 2.919], [-0.152, 0.469, 3.261], [-1.193, 1.028, 4.105], [0.649, 1.263, 2.485], [0.987, 0.894, 1.295], [2.208, 1.302, 0.759], [3.330, 1.161, 1.554], [4.607, 1.568, 1.134], [4.768, 2.115, -0.102], [3.662, 2.231, -0.985], [3.893, 2.767, -2.277], [2.876, 2.841, -3.179], [1.594, 2.386, -2.833], [1.292, 1.887, -1.577], [0.010, 1.372, -1.372], [-1.032, 1.950, -1.881], [-1.194, 3.323, -2.031], [-0.448, 4.236, -1.201], [-1.655, 3.872, -3.290], [-2.093, 1.212, -2.314], [-1.904, -0.210, -2.572], [-3.468, 1.665, -2.162], [2.351, 1.800, -0.590], [1.035, 2.451, 3.115], [1.548, 2.402, 4.473], [1.558, 3.558, 2.342], [-1.067, -1.375, 3.551], [0.640, -1.480, 3.087], [-0.566, -1.061, 1.845], [-2.181, 0.816, 3.679], [-1.081, 2.105, 4.183], [-1.155, 0.597, 5.107], [3.202, 0.721, 2.537], [5.454, 1.446, 1.797], [5.742, 2.443, -0.447], [4.896, 3.091, -2.532], [3.054, 3.228, -4.176], [0.810, 2.383, -3.582], [-0.223, 3.750, -0.261], [-1.062, 5.117, -0.998], [0.491, 4.559, -1.662], [-2.035, 3.078, -3.928], [-0.827, 4.368, -3.811], [-2.451, 4.607, -3.138], [-1.383, -0.694, -1.704], [-1.310, -0.374, -3.472], [-2.881, -0.669, -2.693], [-3.493, 2.662, -1.731], [-4.003, 0.986, -1.494], [-3.992, 1.686, -3.121], [1.189, 1.511, 4.983], [1.224, 3.281, 5.037], [2.646, 2.384, 4.471], [1.165, 3.519, 1.336], [2.651, 3.548, 2.278], [1.243, 4.495, 2.806], [-4.331, -2.117, 3.466], [-4.812, -1.319, 2.250], [-3.756, -1.169, 1.233], [-2.878, -1.052, 0.498], [-5.130, -2.196, 4.201], [-3.477, -1.628, 3.935], [-4.027, -3.121, 3.173], [-5.136, -0.323, 2.550], [-5.668, -1.805, 1.783], [2.354, -5.380, -3.761], [3.000, -4.696, -2.805], [4.652, -4.672, -2.744], [2.112, -3.982, -1.827], [2.631, -3.042, -0.953], [1.787, -2.410, -0.053], [0.470, -2.655, 0.026], [-0.026, -3.567, -0.813], [0.746, -4.246, -1.739], [2.911, -5.863, -4.444], [1.360, -5.333, -3.885], [3.685, -2.802, -0.984], [2.172, -1.669, 0.635], [-1.092, -3.748, -0.741], [0.258, -4.985, -2.361]],
  "forces_ev_per_a": [[0.372, -0.004, -0.196], [-0.047, 0.166, -0.135], [-0.130, -0.098, 0.108], [0.007, -0.049, -0.155], [0.243, 0.151, 0.126], [-0.114, 0.025, 0.070], [0.034, -0.006, -0.175], [0.129, -0.071, -0.051], [-0.080, -0.069, 0.056], [-0.077, 0.031, -0.086], [-0.135, -0.050, 0.041], [0.021, -0.016, 0.067], [-0.128, -0.030, -0.038], [0.101, 0.032, -0.071], [0.026, -0.063, 0.188], [0.081, -0.041, 0.079], [0.074, 0.075, -0.120], [-0.025, -0.012, 0.026], [-0.031, 0.074, -0.083], [-0.008, -0.002, 0.017], [-0.137, -0.084, -0.084], [0.068, 0.108, 0.150], [0.140, -0.062, 0.061], [0.046, 0.001, -0.063], [0.038, -0.093, -0.057], [-0.051, -0.013, -0.002], [-0.029, 0.078, 0.169], [0.038, 0.008, 0.006], [0.050, 0.017, 0.003], [-0.067, -0.165, 0.609], [-0.010, 0.003, -0.004], [0.012, 0.024, -0.015], [0.008, -0.011, 0.045], [0.013, 0.018, -0.020], [-0.011, -0.002, 0.006], [-0.064, -0.012, 0.015], [-0.060, -0.024, 0.015], [-0.019, -0.018, 0.029], [0.057, 0.011, 0.014], [0.059, -0.076, 0.188], [-0.019, 0.018, -0.011], [0.018, 0.013, -0.011], [0.005, 0.005, 0.009], [0.012, 0.013, -0.013], [0.005, 0.005, 0.024], [-0.316, -0.050, -0.575], [0.023, 0.044, 0.002], [-0.035, -0.027, -0.041], [0.039, 0.012, 0.001], [-0.007, -0.009, 0.022], [0.019, 0.002, -0.030], [0.044, 0.043, -0.024], [0.000, -0.012, -0.030], [-0.006, 0.013, -0.010], [-0.071, 0.037, -0.178], [-0.026, 0.015, 0.011], [-0.028, 0.004, 0.024], [0.045, 0.025, -0.081], [0.207, -0.042, -0.123], [0.077, 0.014, 0.197], [-0.287, -0.009, 0.090], [-0.005, 0.008, -0.022], [-0.028, -0.005, -0.009], [0.005, -0.001, 0.010], [0.001, 0.074, -0.019], [-0.045, -0.031, -0.028], [0.126, -0.069, -0.082], [-0.043, 0.179, 0.150], [-0.235, 0.016, 0.079], [0.117, -0.258, -0.163], [0.114, 0.188, 0.014], [-0.089, 0.032, -0.051], [0.130, -0.022, 0.170], [0.048, 0.072, -0.128], [-0.126, -0.013, -0.055], [-0.023, -0.011, -0.029], [-0.021, 0.043, -0.018], [-0.017, -0.006, 0.024], [0.033, 0.011, 0.072], [-0.019, -0.048, 0.036], [-0.018, -0.021, 0.058]],
  "mulliken_charge": [-0.8497, -0.0661, 0.1749, -1.1378, -0.3150, 1.0988, -0.0826, 0.1315, -1.0446, -0.9119, 0.7206, -0.9783, -1.0011, -0.1439, -0.2510, 0.6626, 0.2534, 0.3678, -0.6795, -1.3078, 0.3110, -0.4526, -1.1816, -0.9756, 0.3524, -1.2469, -0.5919, 0.3684, 0.2524, -0.2463, 0.2593, 0.4132, 0.3478, 0.6083, 0.3980, 0.3857, 0.3895, 0.3808, 0.5682, -0.0980, 0.4334, 0.2371, 0.4185, 0.3685, 0.3141, -0.0520, 0.2967, 0.4146, 0.3914, 0.3242, 0.3269, 0.3965, 0.3231, 0.3432, 0.0644, 0.2621, 0.3813, -0.9196, -0.3472, 0.0718, -0.1802, 0.3547, 0.1346, 0.3186, 0.2645, 0.3370, -0.3019, 0.1468, -0.3878, 1.2342, -0.7896, -0.0073, -0.3676, -0.8673, -0.7345, 0.2049, 0.1632, 0.3932, 0.4188, 0.4468, 0.2875],
  "gap_ev": 5.5,
  "spin_multiplicity": 1,
  "total_energy_ha": -2148.4542,
  "molar_mass_g_mol": 654.2,
  "e_above_lowest_kj_mol": 55.66
}